ORCA calculation (the ωB97M-V functional and the def2-TZVPD basis) on C41H38Cl2HgN3O3P as an isolated structure.

Summary:
Molecular weight: 923.243 g/mol
HOMO level (spin up / spin down): -2.046 / -4.069 eV
LUMO level (spin up / spin down): 2.14 / 2.14 eV
Largest force on an atom: 0.592 eV/A
Gap between HOMO and LUMO (spin up / spin down): 4.2 / 6.2 eV

Geometry as ORCA input:
```
! RIJCOSX wB97M-V def2-TZVPD def2/J DEFGRID3
* xyz -1 2
Hg -0.396 -0.891 0.966
C -3.140 -0.796 -0.490
N -2.340 0.432 -0.432
C -2.248 1.054 -1.752
C -2.818 1.327 0.600
C -4.089 1.878 0.486
C -4.647 2.660 1.484
C -3.920 2.840 2.653
C -2.653 2.301 2.784
C -2.020 1.586 1.743
N -0.747 1.045 1.857
C 0.222 1.530 2.716
C 0.321 2.893 3.083
C 1.290 3.364 3.951
C 2.239 2.503 4.487
C 2.218 1.177 4.081
C 1.267 0.688 3.195
N 1.381 -0.684 2.732
C 2.703 -0.943 2.155
C 1.062 -1.672 3.775
H -4.169 -0.599 -0.823
H -2.671 -1.492 -1.189
H -3.168 -1.266 0.493
H -3.235 1.196 -2.215
H -1.763 2.026 -1.672
H -1.657 0.418 -2.417
H -4.670 1.668 -0.407
H -5.635 3.090 1.364
H -4.355 3.382 3.486
H -2.137 2.398 3.728
H -0.393 3.589 2.663
H 1.305 4.418 4.208
H 2.986 2.856 5.189
H 2.980 0.500 4.453
H 3.486 -0.982 2.925
H 2.678 -1.899 1.631
H 2.946 -0.171 1.431
H 1.804 -1.646 4.586
H 0.069 -1.475 4.174
H 1.052 -2.668 3.331
Cl -3.794 -7.632 2.227
C -3.145 -5.994 2.269
C -3.414 -5.199 3.374
C -2.906 -3.894 3.375
Cl -3.247 -2.876 4.760
C -2.165 -3.330 2.323
O -1.796 -2.086 2.346
C -1.847 -4.217 1.208
C -1.025 -3.859 0.115
O -0.306 -2.766 -0.121
C -2.387 -5.538 1.219
H -4.005 -5.565 4.202
H -0.927 -4.638 -0.652
H -2.171 -6.193 0.382
O 1.618 -0.481 -0.754
P 1.745 0.263 -2.036
C 0.477 -0.249 -3.209
C -0.237 -1.391 -2.845
C -1.282 -1.832 -3.652
C -1.612 -1.140 -4.807
C -0.898 -0.003 -5.169
C 0.142 0.446 -4.370
C 1.629 2.040 -1.755
C 1.251 2.430 -0.472
C 1.092 3.779 -0.170
C 1.304 4.735 -1.151
C 1.699 4.351 -2.428
C 1.867 3.007 -2.730
C 3.342 0.010 -2.851
C 4.464 0.675 -2.355
C 5.717 0.434 -2.901
C 5.855 -0.469 -3.948
C 4.744 -1.130 -4.449
C 3.487 -0.890 -3.903
H -0.012 -1.903 -1.905
H -1.848 -2.708 -3.357
H -2.436 -1.477 -5.424
H -1.162 0.540 -6.068
H 0.685 1.339 -4.650
H 1.060 1.672 0.282
H 0.797 4.069 0.832
H 1.165 5.785 -0.923
H 1.880 5.103 -3.188
H 2.222 2.717 -3.713
H 4.349 1.379 -1.537
H 6.587 0.951 -2.513
H 6.835 -0.661 -4.370
H 4.853 -1.832 -5.266
H 2.616 -1.407 -4.290
*
```